Entry 1:
The following is a quantum chemistry calculation of the molecule C4H11NS2 in a non-equilibrium geometry, from OMol25.

Calculated total energy in Ha: -1010.0562
Frontier orbital gap in eV: 8.238
Max |F| in Eh/bohr: 0.10887
Energy relative to the best compared isomer or geometry (same formula, charge and spin) in eV: 2.236

Atoms and positions in Å:
C 3.49 -0.83 -0.51
S 1.80 0.07 -0.14
S 0.69 -1.58 -0.68
C -0.83 -0.60 -0.71
C -1.17 0.63 0.10
C -0.96 0.40 1.66
N -2.55 0.90 -0.26
H 4.16 -0.03 -0.31
H 3.38 -0.77 -1.71
H 3.43 -1.91 -0.16
H -1.76 -1.27 -0.56
H -1.01 -0.26 -1.79
H -0.46 1.48 -0.09
H -1.15 -0.64 1.94
H 0.15 0.51 1.93
H -1.70 1.09 2.13
H -2.72 1.59 0.36
H -2.80 1.23 -1.19


Entry 2:
The following is a quantum chemistry calculation of the molecule C4H11NS2 in a non-equilibrium geometry, from OMol25.

Calculated total energy in Ha: -1010.1160
Frontier orbital gap in eV: 9.092
Max |F| in Eh/bohr: 0.02354
Energy relative to the best compared isomer or geometry (same formula, charge and spin) in eV: 0.609

Atoms and positions in Å:
C 2.22 1.80 -2.02
N 1.29 0.81 -1.50
C -0.10 1.12 -1.83
C -1.07 0.32 -1.00
C -1.16 0.75 0.45
S -0.04 -0.16 1.62
S -0.37 -2.13 1.20
H 1.81 2.16 -2.96
H 2.25 2.72 -1.42
H 3.22 1.37 -2.08
H 1.42 0.66 -0.51
H -0.24 2.20 -1.64
H -0.29 0.99 -2.90
H -0.80 -0.73 -1.05
H -2.06 0.36 -1.46
H -2.13 0.51 0.87
H -0.94 1.81 0.58
H -1.56 -2.30 1.81


Entry 3:
The following is a quantum chemistry calculation of the ion C4H11NS2 with charge +1 in a non-equilibrium geometry, from OMol25.

Calculated total energy in Ha: -1009.7926
Frontier orbital gap (alpha / beta) in eV: 8.475 / 5.213
Max |F| in Eh/bohr: 0.03647
Net charge: +1
Multiplicity: 2
Energy relative to the best compared isomer or geometry (same formula, charge and spin) in eV: 0.927

Atoms and positions in Å:
N 3.20 -0.06 -1.31
C 2.46 -0.33 -0.12
C 1.73 0.91 0.46
S 0.51 1.58 -0.73
S -1.05 0.33 -0.57
C -2.56 0.19 0.60
C -3.37 -1.04 0.24
H 4.01 0.53 -1.14
H 2.71 0.35 -2.09
H 3.03 -0.77 0.69
H 1.74 -1.13 -0.33
H 2.43 1.72 0.65
H 1.07 0.65 1.29
H -3.04 1.13 0.35
H -2.19 0.08 1.62
H -4.42 -0.82 0.06
H -2.99 -1.50 -0.68
H -3.27 -1.81 1.00


Entry 4:
The following is a quantum chemistry calculation of a structure of composition C4H11O3 in a non-equilibrium geometry, from OMol25.

Calculated total energy in Ha: -384.5916
Frontier orbital gap in eV: 7.274
Max |F| in Eh/bohr: 0.02736
Net charge: -1
Energy relative to the best compared isomer or geometry (same formula, charge and spin) in eV: 4.409

Atoms and positions in Å:
C 1.07 -0.32 3.16
O 0.00 0.34 3.63
C 0.75 -0.77 1.74
C 0.22 0.11 0.84
C -0.14 -0.28 -0.56
O -0.19 1.72 -3.12
H 1.38 -1.23 3.72
H 2.00 0.30 3.05
H 0.81 -1.82 1.43
H -0.55 -0.45 1.68
H 0.28 1.16 1.11
H 0.74 -0.63 -1.10
H -0.54 0.55 -1.14
H -0.87 -1.08 -0.58
H -0.74 2.49 -3.23
H -1.67 -0.63 -4.12
H -0.92 0.75 -3.26
O -1.63 -0.22 -3.25